(a)
14
Properties=species:S:1:pos:R:3 method="wB97M-V/def2-TZVPD" spin_multiplicity=1 homo_lumo_gap_ev="8.4393 / 8.4382" e_homo_ev="-8.81 / -8.81" e_lumo_ev="-0.37 / -0.37"
C -0.506 2.337 -1.656
C -0.608 -0.808 -0.207
C 0.253 1.319 0.358
C 0.713 -0.077 -0.062
O -1.958 2.400 -3.727
S -1.828 1.734 -2.423
Cl 0.632 3.400 -2.302
H -1.223 -0.547 -1.045
H -0.374 -1.811 -0.496
H -1.255 -0.764 0.606
H 0.950 2.185 0.385
H -0.578 1.434 1.134
H 1.386 -0.426 0.860
H 1.277 -0.106 -0.902

(b)
14
Properties=species:S:1:pos:R:3 method="wB97M-V/def2-TZVPD" spin_multiplicity=1 homo_lumo_gap_ev=9.1202 e_homo_ev=-9.05 e_lumo_ev=0.07
C -2.706 -1.824 -0.621
C 3.126 1.550 0.412
C 2.130 0.896 1.197
C 2.182 1.145 -0.390
O -1.478 0.329 -1.398
S -1.382 -0.606 -0.307
Cl -2.262 0.433 1.288
H -2.470 -2.199 -1.700
H -3.761 -1.426 -0.570
H -2.589 -2.794 -0.023
H 3.979 2.072 0.311
H 2.336 -0.014 1.671
H 1.237 1.446 1.495
H 1.658 0.991 -1.364

(c)
14
Properties=species:S:1:pos:R:3 method="wB97M-V/def2-TZVPD" spin_multiplicity=1 homo_lumo_gap_ev="7.0664 / 7.6782" e_homo_ev="-7.67 / -7.90" e_lumo_ev="-0.61 / -0.23"
C -2.604 -1.069 -0.015
C -1.953 -1.599 -1.219
C 1.507 2.084 0.349
C -1.145 0.884 0.247
O -3.121 -1.383 1.001
S 0.413 0.703 -0.388
Cl -2.130 2.217 -0.334
H -2.468 -2.529 -1.623
H -1.920 -0.950 -2.067
H -1.044 -2.067 -1.016
H 2.525 1.672 0.223
H 1.277 2.184 1.448
H 1.506 3.085 -0.009
H -1.437 0.856 1.330

(d)
14
Properties=species:S:1:pos:R:3 method="wB97M-V/def2-TZVPD" spin_multiplicity=1 homo_lumo_gap_ev="7.6167 / 7.6182" e_homo_ev="-7.91 / -7.91" e_lumo_ev="-0.29 / -0.29"
C -0.046 -1.815 0.865
C 1.430 0.758 0.068
C 0.027 0.895 -0.535
C -1.027 0.295 0.299
O 0.398 -2.128 1.919
S -2.564 0.031 -0.242
Cl -0.080 -2.891 -0.543
H 2.079 1.476 -0.502
H 1.521 0.948 1.133
H 1.753 -0.174 0.041
H 0.022 0.501 -1.540
H -0.266 1.912 -0.854
H -1.032 0.297 1.353
H -2.215 -0.105 -1.464

Which structure is the least stable? The one labeled (a).

(a)
78
Properties=species:S:1:pos:R:3 method="wB97M-V/def2-TZVPD" spin_multiplicity=2 s2=0.757 homo_lumo_gap_ev="7.8625 / 6.5188" total_charge=+1 e_homo_ev="-10.15 / -10.03" e_lumo_ev="-2.29 / -3.52"
Ru 0.471 0.622 -0.428
C -1.915 -1.269 2.747
C -1.026 -0.328 1.987
N -0.751 -0.527 0.736
N -1.296 -1.701 0.190
C -0.886 -2.005 -0.982
S 0.201 -1.012 -1.968
S -1.355 -3.489 -1.770
C -2.687 -4.130 -0.707
C -4.026 -3.514 -0.991
C -4.560 -2.531 -0.167
C -5.801 -1.973 -0.447
C -6.519 -2.390 -1.556
C -5.995 -3.376 -2.382
C -4.759 -3.934 -2.099
C -0.452 0.808 2.733
C -0.451 0.743 4.138
C 0.052 1.756 4.924
C 0.560 2.900 4.309
C 0.576 3.002 2.936
C 0.084 1.969 2.118
O 0.131 2.171 0.815
H -2.492 -1.895 2.081
H -2.575 -0.708 3.405
H -1.302 -1.928 3.368
H -2.385 -4.019 0.332
H -2.695 -5.192 -0.952
H -4.004 -2.205 0.702
H -6.209 -1.215 0.210
H -7.488 -1.960 -1.770
H -6.554 -3.716 -3.244
H -4.357 -4.706 -2.745
H -0.844 -0.136 4.628
H 0.041 1.667 6.001
H 0.943 3.715 4.910
H 0.963 3.881 2.438
C 4.224 -1.430 -4.836
C 3.494 -0.207 -4.429
N 3.104 0.742 -5.216
N 2.465 1.619 -4.391
C 2.457 1.251 -3.111
S 1.742 2.137 -1.842
N 3.129 0.070 -3.124
N 3.461 -0.650 -1.983
H 4.392 -1.393 -5.909
H 3.642 -2.320 -4.595
H 5.189 -1.502 -4.333
H 2.028 2.444 -4.767
H 4.442 -0.891 -2.015
H 2.867 -1.470 -1.912
C 3.470 0.143 4.017
C 4.043 0.679 2.698
C 4.332 2.182 2.804
C 5.303 -0.092 2.287
C 3.023 0.481 1.658
N 2.227 0.343 0.848
H 4.212 0.281 4.804
H 3.240 -0.920 3.942
H 2.561 0.680 4.293
H 5.079 2.337 3.583
H 3.430 2.734 3.068
H 4.722 2.576 1.866
H 6.073 0.068 3.042
H 5.685 0.260 1.328
H 5.106 -1.162 2.219
C -1.517 3.800 -1.271
Sb -1.578 1.704 -1.477
C -1.920 1.472 -3.548
C -3.369 1.060 -0.567
H -2.393 4.249 -1.736
H -0.615 4.152 -1.767
H -1.469 4.049 -0.215
H -2.771 2.083 -3.847
H -2.108 0.428 -3.786
H -1.029 1.811 -4.075
H -4.229 1.587 -0.976
H -3.297 1.252 0.503
H -3.482 -0.010 -0.735

(b)
78
Properties=species:S:1:pos:R:3 method="wB97M-V/def2-TZVPD" spin_multiplicity=2 s2=0.758 homo_lumo_gap_ev="6.5975 / 6.3433" total_charge=+1 e_homo_ev="-9.99 / -10.06" e_lumo_ev="-3.40 / -3.72"
Ru -0.390 0.545 0.231
C -0.761 -2.422 2.009
C -1.492 -1.861 0.830
N -0.784 -1.516 -0.222
N -1.301 -1.652 -1.499
C -0.882 -0.861 -2.395
S 0.091 0.557 -2.074
S -1.226 -1.254 -4.090
C 0.126 -2.463 -4.372
C -0.009 -3.733 -3.587
C 0.607 -3.858 -2.348
C 0.471 -5.021 -1.604
C -0.277 -6.079 -2.101
C -0.890 -5.965 -3.342
C -0.762 -4.795 -4.076
C -2.907 -1.659 0.840
C -3.846 -2.572 1.353
C -5.186 -2.284 1.310
C -5.598 -1.063 0.763
C -4.686 -0.145 0.286
C -3.314 -0.415 0.336
O -2.448 0.534 -0.030
H 0.163 -2.898 1.689
H -1.398 -3.146 2.518
H -0.521 -1.647 2.734
H 1.061 -1.952 -4.145
H 0.065 -2.642 -5.445
H 1.208 -3.038 -1.966
H 0.956 -5.106 -0.639
H -0.367 -6.996 -1.533
H -1.465 -6.791 -3.741
H -1.248 -4.707 -5.041
H -3.510 -3.531 1.726
H -5.913 -2.994 1.680
H -6.654 -0.829 0.720
H -5.011 0.801 -0.127
C 2.928 4.617 3.020
C 1.899 3.631 3.429
N 1.467 3.425 4.625
N 0.526 2.440 4.483
C 0.344 2.028 3.227
S -0.744 0.838 2.729
N 1.241 2.795 2.532
N 1.408 2.755 1.154
H 3.272 5.148 3.903
H 2.516 5.337 2.312
H 3.778 4.122 2.548
H 0.020 2.110 5.289
H 1.254 3.678 0.760
H 2.343 2.439 0.922
C 5.035 -0.800 0.947
C 4.213 -0.091 -0.133
C 4.673 1.368 -0.286
C 4.332 -0.822 -1.479
C 2.789 -0.066 0.251
N 1.683 -0.045 0.549
H 6.083 -0.790 0.647
H 4.722 -1.837 1.064
H 4.948 -0.299 1.912
H 5.712 1.376 -0.614
H 4.616 1.901 0.666
H 4.076 1.891 -1.035
H 5.385 -0.883 -1.752
H 3.795 -0.290 -2.264
H 3.933 -1.834 -1.412
C -0.837 4.842 -0.555
Sb -1.688 2.900 -0.243
C -3.300 3.000 -1.592
C -2.733 3.416 1.526
H -1.656 5.515 -0.809
H -0.111 4.848 -1.367
H -0.365 5.206 0.361
H -3.908 3.858 -1.308
H -3.870 2.080 -1.514
H -2.939 3.118 -2.612
H -3.457 4.190 1.270
H -2.043 3.801 2.276
H -3.244 2.541 1.922

Which structure is the least stable? The one labeled (b).